CH5LiO2 | ωB97M-V/def2-TZVPD

The calculation puts the lowest unoccupied orbital energy at -0.347 eV. The value obtained for the largest force on an atom is 6.75 eV/A. The orbital gap comes out at 8.310 eV. The total energy comes out at -5417.4705 eV. As for the HOMO energy: -8.66 eV.

Structure (ORCA input):
```
! RIJCOSX wB97M-V def2-TZVPD def2/J DEFGRID3
* xyz 0 1
O 0.390 1.342 4.419
O -0.657 -0.355 3.983
C -0.449 2.453 4.552
Li 0.582 0.384 2.846
H -0.704 -1.101 4.582
H 0.018 3.339 4.090
H -0.648 2.694 5.613
H -0.204 0.491 4.459
H -1.431 2.303 4.063
*
```

Mulliken population analysis, charges in e, atoms 1 to 2: atom 1 (O): -0.82, atom 2 (O): -0.90